13
Properties=species:S:1:pos:R:3:forces:R:3:lowdin_charge:R:1 method="wB97M-V/def2-TZVPD" orbital_gap_ev=8.48 e_lumo_ev=0.62 homo_energy_ev=-7.86
N 1.334 1.523 1.012 0.1 0.1 -0.1 0.046
C 0.635 0.711 0.232 -0.2 0.0 0.1 -0.424
C -0.719 0.751 0.776 -0.1 -0.1 -0.2 -0.165
N -1.272 -0.509 0.310 0.0 -0.2 -0.2 0.074
C -0.417 -1.046 -0.576 0.0 0.2 0.1 -0.391
O -0.764 -2.211 -1.143 0.2 0.0 -0.1 0.106
C 0.764 -0.318 -0.728 0.0 0.0 0.1 0.021
H 2.189 1.971 0.690 -0.1 -0.1 0.0 0.071
H 0.176 1.490 1.691 0.2 0.0 0.0 0.182
H -1.283 1.590 0.349 0.1 -0.1 0.1 0.109
H -2.228 -0.814 0.387 0.1 0.0 0.0 0.148
H -0.063 -2.478 -1.750 -0.1 0.0 0.1 0.121
H 1.648 -0.660 -1.251 -0.1 0.0 0.1 0.100

13
Properties=species:S:1:pos:R:3:forces:R:3:lowdin_charge:R:1 method="wB97M-V/def2-TZVPD" orbital_gap_ev=8.83 e_lumo_ev=-0.27 homo_energy_ev=-9.11
H 2.707 -1.559 0.571 0.0 0.1 0.0 0.063
N 2.301 -0.627 0.688 -0.4 -0.2 -0.1 0.184
C 1.062 -0.653 0.412 0.3 0.0 0.1 -0.297
C 0.136 -1.707 -0.025 -0.1 0.0 0.0 -0.038
C -1.071 -1.135 -0.177 0.1 -0.1 0.0 -0.085
N -1.053 0.225 0.122 0.0 0.1 0.0 0.090
C 0.221 0.626 0.503 0.1 0.4 0.1 -0.414
O 0.561 1.737 0.826 -0.2 -0.5 -0.1 0.075
H 0.381 -2.746 -0.195 0.0 0.2 0.0 0.103
H -2.000 -1.598 -0.488 0.2 0.1 0.0 0.124
H -1.840 0.852 0.077 0.1 -0.1 0.0 0.146
H -0.398 3.082 -1.180 0.0 0.0 0.0 0.019
H -1.007 3.503 -1.135 0.0 0.0 -0.1 0.030

13
Properties=species:S:1:pos:R:3:forces:R:3:lowdin_charge:R:1 method="wB97M-V/def2-TZVPD" smiles="NN=C=C=O.C=C" orbital_gap_ev=8.15 e_lumo_ev=-0.53 homo_energy_ev=-8.67
N -1.208 -1.247 -0.959 -3.4 -1.4 1.4 0.048
N -0.032 -1.500 -0.509 2.4 1.5 -1.9 -0.069
C 0.108 -1.851 0.687 0.6 -0.5 0.3 -0.114
C -0.364 -2.291 1.783 -0.6 -0.3 0.2 -0.240
O -0.645 -2.751 2.813 0.1 -0.2 0.7 0.140
H -1.873 -1.760 -0.323 -0.3 1.3 -1.2 0.135
H -1.514 -0.922 -1.882 1.2 -0.5 0.5 0.127
C 1.422 1.661 -0.041 1.5 -1.2 -0.1 -0.098
C 0.401 2.402 -0.370 1.4 4.1 -0.6 -0.116
H 1.266 0.542 -0.133 0.8 1.5 0.6 0.037
H 2.413 2.164 0.167 -1.1 -1.1 -0.1 0.069
H 0.508 3.556 -0.541 -0.3 -2.2 0.7 0.087
H -0.484 1.996 -0.692 -2.2 -0.9 -0.5 -0.007

13
Properties=species:S:1:pos:R:3:forces:R:3:lowdin_charge:R:1 method="wB97M-V/def2-TZVPD" orbital_gap_ev=8.83 e_lumo_ev=-0.29 homo_energy_ev=-9.13
H 0.667 -1.759 1.800 0.0 0.1 0.1 0.067
N 0.918 -0.805 1.527 -0.4 0.0 -0.2 0.174
C 0.065 -0.354 0.702 0.2 -0.1 0.2 -0.316
C -1.145 -0.925 0.101 -0.1 0.0 -0.1 -0.037
C -1.606 -0.033 -0.791 0.0 -0.1 0.1 -0.084
N -0.818 1.116 -0.840 0.0 0.1 0.0 0.092
C 0.223 1.037 0.072 0.3 0.4 0.0 -0.424
O 1.056 1.886 0.279 -0.5 -0.4 -0.1 0.071
H -1.577 -1.888 0.337 0.1 0.1 -0.1 0.104
H -2.472 -0.110 -1.436 0.1 0.0 0.1 0.123
H -0.966 1.913 -1.437 0.0 -0.1 0.1 0.154
H 2.900 -0.397 -0.231 0.1 0.0 -0.1 0.046
H 2.757 0.316 -0.082 0.2 -0.1 -0.1 0.029

13
Properties=species:S:1:pos:R:3:forces:R:3:lowdin_charge:R:1 method="wB97M-V/def2-TZVPD" smiles="c1cn[nH]c1.C=O" orbital_gap_ev=10.26 e_lumo_ev=0.89 homo_energy_ev=-9.37
C 0.557 0.062 0.670 0.1 0.0 0.0 -0.102
C 0.343 1.307 0.041 0.0 0.1 0.0 -0.195
N 1.266 1.566 -0.876 -0.1 -0.1 0.2 0.016
N 2.070 0.498 -0.842 0.1 -0.1 0.0 -0.051
C 1.690 -0.432 0.065 0.0 0.1 0.0 -0.108
H -0.037 -0.426 1.429 0.1 0.1 -0.1 0.087
H -0.442 2.032 0.222 0.1 -0.1 0.0 0.094
H 2.864 0.467 -1.460 -0.1 0.0 0.1 0.147
H 2.239 -1.352 0.205 -0.1 0.1 0.0 0.113
C -2.641 -0.925 0.135 0.0 -0.1 0.0 -0.138
O -1.947 -1.891 0.308 -0.2 0.2 0.0 -0.009
H -3.723 -1.012 -0.089 0.1 0.0 0.0 0.082
H -2.239 0.106 0.193 0.0 -0.2 0.0 0.065

13
Properties=species:S:1:pos:R:3:forces:R:3:lowdin_charge:R:1 method="wB97M-V/def2-TZVPD" smiles=COc1cnc[nH]1 orbital_gap_ev=9.38 e_lumo_ev=0.83 homo_energy_ev=-8.55
C -2.273 -0.209 -0.017 -0.2 -0.1 -0.3 -0.067
O -1.096 0.165 0.700 0.2 0.1 0.1 -0.085
C 0.144 0.240 0.143 0.1 -0.1 0.0 -0.333
C 0.881 1.223 -0.473 -0.3 0.1 0.0 -0.092
N 2.210 0.863 -0.538 -0.2 -0.3 0.1 0.043
C 2.282 -0.318 0.021 0.0 0.0 0.1 -0.216
N 1.058 -0.758 0.419 -0.1 0.1 0.3 0.114
H -2.972 0.633 -0.055 0.2 0.0 0.1 0.086
H -2.781 -1.043 0.495 0.4 0.3 0.0 0.088
H -2.053 -0.518 -1.036 0.2 0.0 -0.1 0.089
H 0.560 2.184 -0.849 -0.1 -0.2 0.1 0.104
H 3.186 -0.882 0.230 -0.2 0.1 -0.3 0.115
H 0.854 -1.582 0.961 0.0 0.0 0.0 0.155

13
Properties=species:S:1:pos:R:3:forces:R:3:lowdin_charge:R:1 method="wB97M-V/def2-TZVPD" orbital_gap_ev=10.25 e_lumo_ev=0.45 homo_energy_ev=-9.80
H -0.871 0.204 -2.438 0.3 0.5 0.1 0.079
N -1.275 0.994 -1.931 -1.4 -0.3 0.9 0.096
C -0.801 1.220 -0.795 5.1 -0.4 -2.1 -0.246
C 0.862 0.711 -0.567 -2.5 2.1 -0.1 -0.097
C 2.054 0.887 -0.443 -0.6 -0.2 0.1 0.062
H -1.051 2.022 -0.103 -0.2 -0.3 -0.1 0.109
H 3.098 1.037 -0.297 0.0 -0.2 -0.1 0.020
N 0.003 -1.267 1.738 0.5 -0.2 -0.6 0.127
C -0.625 -1.087 0.533 -3.9 1.2 1.5 -0.477
O -1.193 -1.941 -0.108 1.3 -0.1 -0.3 0.034
H 0.650 -0.559 2.053 -0.1 0.0 -0.1 0.090
H 0.248 -2.226 1.951 0.1 0.1 0.0 0.106
H -1.099 0.007 0.407 1.4 -2.2 0.8 0.098

13
Properties=species:S:1:pos:R:3:forces:R:3:lowdin_charge:R:1 method="wB97M-V/def2-TZVPD" smiles=Cc1ncc(O)[nH]1 orbital_gap_ev="8.04 / 8.04" e_lumo_ev="0.27 / 0.27" homo_energy_ev="-7.77 / -7.77"
C -0.715 -1.852 -0.706 0.0 -0.1 0.0 -0.010
C -0.112 -0.541 -0.362 0.1 -0.3 0.0 -0.377
N -0.114 0.506 -1.199 0.6 -0.2 -0.4 0.128
C 0.553 1.444 -0.529 0.3 -0.1 -0.9 -0.126
C 0.908 1.081 0.775 -1.2 0.3 -0.7 -0.290
O -0.081 1.896 1.494 0.8 0.0 1.8 -0.053
N 0.497 -0.274 0.800 -0.5 0.1 0.0 0.123
H -1.306 -1.726 -1.615 0.1 -0.1 0.1 0.084
H -1.363 -2.211 0.100 0.1 0.0 -0.1 0.084
H 0.065 -2.595 -0.886 -0.1 0.0 0.0 0.085
H 0.655 2.465 -0.882 -0.3 -0.1 -0.1 0.116
H 0.263 2.790 1.530 0.2 0.2 0.3 0.074
H 0.750 -0.982 1.480 -0.3 0.4 0.0 0.160

In kJ/mol, the energy above the lowest of the compared OMol25 structures with the same formula, charge and spin values for the records above are, in order, 380.3; 197.6; 546.2; 203.2; 200.4; 139.9; 511.2; 297.2.